Run w
{"formula": "C5H10N5", "method": "ωB97M-V with the def2-TZVPD basis set", "lumo_energy_ev": -4.0372, "e_homo_ha": -0.485, "charge": 1, "homo_lumo_gap_ev": 9.15, "species": ["C", "C", "C", "C", "C", "N", "N", "N", "N", "N", "H", "H", "H", "H", "H", "H", "H", "H", "H", "H"], "positions_angstrom": [[-1.0428, -1.5859, 0.3762], [-0.1583, -0.2605, -1.3585], [2.0425, 0.1394, 0.5295], [1.2224, 0.4824, 1.4687], [-0.5212, 0.8373, 0.6991], [-0.3921, 0.8420, -0.8030], [-0.2240, -1.4962, -0.6599], [-1.2295, -0.4348, 0.9944], [0.1753, -0.3852, -2.7384], [-0.9516, 2.0016, 1.3922], [-1.4098, -2.6035, 0.7400], [3.0193, -0.2632, 0.9184], [1.7675, 0.3812, -0.5721], [1.1910, 0.4472, 2.5771], [0.2711, -2.1915, -1.2287], [-1.9657, -0.4161, 1.6962], [0.0145, 0.5171, -3.1668], [-0.0553, -1.2134, -3.2313], [-0.1220, 2.6548, 1.4077], [-1.6311, 2.5474, 0.9594]]}

Run x
{"formula": "C5H10N5", "method": "ωB97M-V with the def2-TZVPD basis set", "lumo_energy_ev": -3.8224, "e_homo_ha": -0.445, "smiles": "NN\\C=N/C=N\\C=C/C=[NH2+]", "charge": 1, "homo_lumo_gap_ev": 8.29, "species": ["N", "N", "C", "N", "C", "N", "C", "C", "C", "N", "H", "H", "H", "H", "H", "H", "H", "H", "H", "H"], "positions_angstrom": [[2.9020, 0.7669, -1.9873], [1.9009, 1.6734, -2.4074], [0.8318, 2.1244, -1.7249], [0.5894, 1.7522, -0.5236], [0.7347, 1.2723, 0.6499], [0.0143, 0.2465, 1.0396], [-0.3571, -0.7639, 0.2495], [-1.3624, -1.5804, 0.6277], [-2.0167, -1.3981, 1.8455], [-2.9205, -2.1895, 2.4433], [3.5562, 1.1369, -1.2570], [2.5582, -0.1639, -2.0304], [1.8827, 1.9890, -3.3302], [0.0459, 2.7995, -2.1283], [1.3869, 1.6378, 1.3823], [0.1209, -1.1186, -0.7019], [-1.6183, -2.3794, -0.0228], [-1.6780, -0.7032, 2.6314], [-3.2685, -2.0845, 3.3788], [-3.3023, -3.0171, 1.8659]]}

Run y
{"formula": "C5H10N5", "method": "ωB97M-V with the def2-TZVPD basis set", "lumo_energy_ev": -4.1864, "e_homo_ha": -0.419, "charge": 1, "homo_lumo_gap_ev": 7.21, "species": ["C", "C", "C", "C", "C", "N", "N", "N", "N", "N", "H", "H", "H", "H", "H", "H", "H", "H", "H", "H"], "positions_angstrom": [[1.0515, 0.7857, -0.2226], [0.0923, 1.6111, -0.6430], [-1.9378, 0.3358, 0.0767], [-0.2216, -1.3150, 0.0575], [2.2882, -1.1665, 0.4684], [-1.3646, -0.7811, 0.1359], [1.0230, -0.5841, 0.0486], [-0.1187, 2.9115, -0.8256], [-0.1590, -2.6126, -0.2769], [-2.9402, 0.8774, 0.8042], [2.1400, 1.1668, -0.2359], [2.8518, -0.5354, 1.2104], [2.0797, -2.0661, 0.9528], [2.9835, -1.1863, -0.4106], [-0.0354, 3.4184, -1.6194], [-0.3155, 3.4196, -0.0218], [-1.0636, -2.8911, -0.6029], [0.5959, -3.2286, -0.5328], [-3.3702, 1.5781, 0.3072], [-3.5791, 0.2626, 1.3297]]}

The least stable of them is run y.

Run w
{"formula": "C7H8", "method": "ωB97M-V with the def2-TZVPD basis set", "lumo_energy_ev": 0.9532, "e_homo_ha": -0.336, "smiles": "C=C1CC12CC2=C", "homo_lumo_gap_ev": 10.09, "species": ["C", "C", "C", "C", "C", "C", "C", "H", "H", "H", "H", "H", "H", "H", "H"], "positions_angstrom": [[-0.7982, -1.4123, 1.9304], [-0.9346, -0.5747, 0.8893], [-1.5839, 0.6661, 0.4360], [-0.2015, -0.0815, -0.2592], [0.3486, -0.3707, -1.5643], [1.0628, 0.4965, -0.6727], [2.2538, 1.0536, -0.5929], [-0.1161, -2.2375, 2.0808], [-1.5996, -1.3153, 2.7153], [-2.5525, 0.4143, -0.0634], [-1.4808, 1.6621, 0.8697], [-0.2073, -0.0083, -2.3267], [0.7238, -1.3055, -1.5958], [2.6967, 1.3870, 0.2874], [2.8670, 0.9458, -1.4031]]}

Run x
{"formula": "C7H8", "method": "ωB97M-V with the def2-TZVPD basis set", "lumo_energy_ev": 1.0439, "e_homo_ha": -0.361, "smiles": "C#CC[C@H](C)C#C", "homo_lumo_gap_ev": 10.88, "species": ["C", "C", "C", "C", "C", "C", "C", "H", "H", "H", "H", "H", "H", "H", "H"], "positions_angstrom": [[-2.7266, 0.8881, -0.6246], [-1.5564, 0.8491, -0.9026], [-0.1050, 0.6968, -1.0192], [0.4514, 0.2097, 0.3391], [1.9718, 0.0364, 0.3316], [-0.1940, -1.0459, 0.7491], [-0.6932, -2.0871, 1.0896], [-3.7567, 0.8902, -0.3493], [0.3697, 1.6492, -1.2870], [0.1450, -0.0219, -1.8094], [0.1844, 0.9772, 1.0771], [2.2743, -0.6962, -0.4240], [2.4756, 0.9864, 0.1247], [2.3053, -0.3285, 1.3075], [-1.1454, -3.0036, 1.3975]]}

The least stable of them is run w.